86
Properties=species:S:1:pos:R:3 method="wB97M-V/def2-TZVPD" orbital_gap_ev="5.5 / 5.7" lumo_energy_ev="0.52 / 0.70" spin_multiplicity=3 relative_energy_kj_mol=418.11 total_charge=-1
H -3.21133 -5.94074 4.26063
H 1.37152 -6.72358 -1.12487
H -1.25310 7.67030 -6.05626
H 1.18394 7.92436 -1.95334
Si -2.45543 -4.06255 0.74725
C 0.55870 -4.78315 4.61157
C -2.52882 -1.71483 -0.94378
C -2.03020 0.57788 -0.11664
C -0.93479 -7.61022 1.15390
C -2.00662 -0.02069 1.12748
H -1.88775 -5.80170 5.37260
C 0.35507 7.27780 1.77733
H -3.02465 -2.35095 -1.70452
C -4.16495 -4.51827 1.41922
C 1.00865 7.69680 -0.89742
C -0.84589 5.48848 -3.51331
H 1.39564 -4.34534 4.04376
H -1.61719 -8.03902 0.44280
C 0.90074 6.36583 -0.41216
H -2.49149 6.00878 -4.81662
C 3.08035 4.73318 -1.96826
C 5.27090 5.32796 -2.73185
H 1.33757 7.75727 -5.78136
H 2.91312 2.67188 -1.26413
H -2.03454 0.57335 2.02447
C 0.52938 6.19683 0.90505
C 4.03911 5.70808 -2.25025
C 0.67588 7.14759 -5.18601
H 2.44458 -5.40793 1.07517
O 0.61338 3.54557 -1.17120
C -2.64057 -4.67965 -1.08822
H 0.30022 5.17500 1.24180
C -2.24662 -3.31430 4.11363
H 0.64046 -5.03751 -1.34980
H -4.11958 -4.96631 2.41282
H -1.93509 -4.05987 -1.77264
H -2.49366 -3.49156 5.14790
C -2.10894 -6.11072 4.32513
Se 0.79769 -2.15687 -1.04429
H -1.90358 1.63424 -0.36254
H 1.81200 -6.13795 2.59871
H 3.77901 6.78487 -2.10655
H 0.72532 -5.84903 4.81961
H 0.38292 9.43157 2.03803
H 0.38728 -4.31806 5.56540
H -2.31521 -5.70997 -1.12592
C -0.84100 -4.41839 1.75667
H -3.71407 -4.56242 -1.34439
H -1.42427 4.84296 -2.84109
H -3.18463 -3.34624 3.59228
C 1.68695 -6.12425 1.50547
H 5.95281 6.18162 -3.01803
C 4.76749 3.05210 -2.26010
C 0.55304 8.60850 1.34760
C 1.28369 6.35230 -4.21471
H -0.12846 -8.31098 1.33661
Te 2.82936 -2.99223 -0.15384
H -1.44458 -7.64386 2.11006
H 2.39821 6.29130 -4.18381
H -0.07426 7.09708 2.77834
N -1.74691 -1.34609 1.27275
H -4.78291 -3.64897 1.52617
Se 2.93629 -2.22680 2.31793
H -1.80207 -7.10745 4.11401
Se 0.78812 -1.53152 3.12461
H -4.68189 -5.22925 0.72993
V -0.18978 -2.61549 1.27225
H -1.80637 -2.28651 3.99804
Si -1.04496 -4.69693 3.55867
H 5.11651 2.02741 -2.09972
Si 1.21508 4.92385 -1.64968
H 1.90635 -7.16516 1.21094
C 0.43101 -6.07814 -0.96578
C -1.43682 6.13237 -4.56915
H -0.38165 -6.46506 -1.59398
H 1.07203 9.75917 -0.44785
H -2.36263 -0.02421 -2.21098
C 0.51354 5.61258 -3.28875
C -2.17765 -2.21893 0.30945
C -2.31046 -0.34477 -1.16875
C 3.50178 3.46152 -1.77056
H 6.58410 3.59973 -3.25968
C -0.70243 7.06922 -5.33705
C 0.91436 8.77448 -0.04548
Si -0.12301 -5.92714 0.84864
C 5.65669 3.97774 -2.76938


48
Properties=species:S:1:pos:R:3 method="wB97M-V/def2-TZVPD" orbital_gap_ev=11.0 lumo_energy_ev=-0.10 spin_multiplicity=1 total_charge=0
H -0.12991 2.12038 -0.36417
N -4.33420 -2.81112 -2.58650
H -3.64738 1.24431 -3.96515
H -3.15679 1.04120 1.98507
O -2.17974 4.40104 0.00807
C -3.25017 -3.23335 -1.63450
H -2.80789 0.05531 -4.94611
H -1.41315 0.69863 2.27094
O 4.45555 3.18178 0.93627
H 6.62260 2.37795 2.20676
H 5.16822 1.23326 2.47633
N 1.80860 0.06530 -0.15818
H 0.64830 -3.95840 3.67669
O -3.35303 -0.59942 0.29796
H 0.67973 3.65221 -0.19002
H 0.04663 -2.31563 3.19140
O -1.16578 3.27605 1.59287
C -2.94599 0.40028 -3.95612
H 2.09680 0.22873 -2.20314
H 0.47685 -3.45311 1.96924
O 5.34489 1.82220 -0.46802
H -3.44707 -0.36856 -3.39452
C 0.68967 -3.12404 2.96026
O -2.05950 -1.81737 1.48802
H 6.49489 0.75696 1.47642
H -2.79325 -2.30165 -1.26761
O 1.30746 -1.05906 -0.12550
N -0.71281 1.04156 -2.83001
O 2.85264 -2.70626 2.22697
O 1.60013 0.93000 0.71488
H 2.76471 1.65004 -1.29906
C -0.27485 3.16975 -0.48162
H -2.44816 -3.74027 -2.12042
N 2.02073 -2.52150 3.10891
H -2.83729 -0.22287 3.11068
H -3.71775 -3.75509 -0.82875
O -4.07156 -2.82983 -3.78387
N -1.31292 3.65128 0.43436
H -0.47644 3.44035 -1.52676
C -1.68467 0.81245 -3.36875
N 5.21397 2.24357 0.66261
C 2.64712 0.53119 -1.31326
C 5.94631 1.61932 1.78968
O 2.14711 -1.83192 4.10017
H 3.64393 0.02121 -1.26205
C -2.43842 0.30428 2.19147
N -2.59639 -0.77908 1.24842
O -5.42174 -2.54206 -2.05036


17
Properties=species:S:1:pos:R:3 method="wB97M-V/def2-TZVPD" orbital_gap_ev="7.2 / 7.1" lumo_energy_ev="0.98 / 0.76" spin_multiplicity=2 relative_energy_kj_mol=246.03 total_charge=0
O -0.74231 -1.72269 -0.56213
H 0.60540 0.39586 2.39859
H 1.05428 -0.76753 1.18027
N 0.50509 0.30613 -2.11136
H -0.20154 -0.27765 -1.66857
H -1.33647 -0.76859 2.36608
C 0.37292 0.05964 1.39051
H -2.49890 -1.82426 0.28759
C -1.07682 -0.39054 1.36120
C 0.79212 1.10793 0.36738
C -1.48740 -1.39301 0.34089
H 2.51886 0.76803 -1.13143
H 0.88928 -0.13030 -2.94665
H -1.73923 0.47381 1.24227
C 1.50445 0.78483 -0.76232
H 0.14648 1.21371 -2.37949
H 0.69382 2.16463 0.62715


74
Properties=species:S:1:pos:R:3 method="wB97M-V/def2-TZVPD" orbital_gap_ev=8.3 lumo_energy_ev=-3.12 spin_multiplicity=1 total_charge=+1
H 1.78779 -1.89829 2.43675
C -4.90315 -0.14010 0.61734
C -1.55239 -0.97507 -0.40872
C 4.95166 -6.28789 2.58752
H 5.86730 -8.20672 1.97527
F -0.95089 3.10768 -2.47943
C 1.55840 0.93560 1.02855
O 0.89452 3.63123 2.80837
H 3.16112 -3.71206 1.86376
N 2.58818 -3.38025 1.09086
H -0.57346 8.14964 -5.17361
H -2.41552 7.05247 -3.16211
H 3.40345 4.04325 2.67366
C -0.79329 -2.29539 -0.63392
O -2.53245 1.53070 -0.96332
H -0.62075 5.13379 -4.72205
H -5.67160 -0.42139 1.33896
H -0.10174 6.35368 -3.55310
H -4.27268 -2.16107 1.06527
N -0.48086 0.10725 -0.32711
H 4.37142 -9.17422 4.08919
C -0.81877 6.13889 -4.34400
C -5.59182 0.27384 -0.68846
H -2.65925 5.32055 -3.45001
C 4.98438 -7.81033 2.47014
H 3.51598 2.86362 1.34972
H -2.09851 -1.79429 1.50043
H -4.86946 0.17101 -1.51021
H -5.61024 2.19032 0.07948
H 1.77112 -3.98135 1.09876
C 1.18276 -1.52318 0.39375
H 5.84532 -8.25287 4.43505
H 3.71553 2.32695 3.02795
C -0.20054 2.71995 -1.48507
C 1.69964 2.80673 2.50782
O -1.17986 2.22063 1.01870
F 0.78219 1.94048 -1.93946
H 3.09553 -1.40159 1.37984
H 4.47380 -5.79965 1.74149
H 4.10625 -8.15920 1.92566
H 0.03048 0.05980 -1.22473
C -2.22583 7.09898 -6.00929
O 3.62959 -5.03144 4.20063
H 5.94627 -5.86497 2.73797
O -3.02325 6.53488 -5.05963
H -4.38586 0.73367 1.02665
O 0.16625 -2.50988 0.30849
H -0.02637 -0.33234 1.70283
C -2.46627 -1.02648 0.81729
C 0.53887 -0.18146 0.78191
C 2.19461 -2.01569 1.42087
O 4.08087 -7.19189 4.56006
C -3.93538 -1.33032 0.44728
H -6.03561 2.12517 -1.49682
C 4.87524 -8.22419 3.93654
H -0.10877 6.86324 -6.30212
H 1.53963 1.70813 0.25881
O 1.28799 1.48487 2.30554
F 0.29140 3.73720 -0.82635
O -2.65528 7.49115 -7.04754
H -3.99318 -1.68226 -0.58721
H -6.43408 -0.39518 -0.88023
N -6.10509 1.64375 -0.61205
C -2.26947 6.24167 -3.87966
C 4.14124 -6.05671 3.84363
H -2.11619 -0.75852 -1.31443
H -2.42713 -0.08032 1.36316
C 3.18223 3.02080 2.37759
H 2.56347 0.50827 1.01812
C -0.79270 7.13303 -5.50293
S -1.29644 1.72182 -0.29582
H 1.68821 -1.41563 -0.57709
I -0.04713 -2.36986 -2.66646
F -1.67138 -3.28267 -0.48871


Result set for E_tot: -10949.585839, -1602.989887, -326.325466, -2757.668486 a.u., one per record in the order listed.